This record from OMol25 describes C64H68N7O4PSSbTeTi as an isolated structure. The level of theory is ωB97M-V/def2-TZVPD.

Values from the calculation:
Frontier orbital gap, eV: 7.306
HOMO level, eV: -9.7
Charge: +1
Multiplicity: 1

Element x y z (Å)
Ti  -0.77095  -0.88428  -1.18458
O  -3.54645  -1.00850  -1.95401
C  -2.62414  -0.23906  -2.13535
C  -2.93920  1.05541  -2.88283
C  -4.19575  1.11515  -3.48885
C  -4.59221  2.22960  -4.20264
C  -3.72557  3.30757  -4.32910
C  -2.47984  3.26014  -3.72859
C  -2.07323  2.14755  -2.98518
P  -0.40914  2.08612  -2.22319
C  0.60060  2.98360  -3.46281
C  1.65010  3.80564  -3.05147
C  2.49392  4.39847  -3.97981
C  2.29787  4.18863  -5.33598
C  1.23986  3.39450  -5.75813
C  0.39993  2.79878  -4.83045
C  -0.38131  3.30655  -0.86137
C  -1.00350  4.55464  -0.92262
C  -0.83372  5.47693  0.09588
C  -0.03290  5.16780  1.19078
C  0.59311  3.93384  1.26099
C  0.41758  3.00893  0.23865
H  -4.84752  0.25756  -3.38682
H  -5.56637  2.25407  -4.67340
H  -4.01301  4.17813  -4.90415
H  -1.79887  4.08931  -3.86706
H  1.81222  3.99431  -1.99889
H  3.30327  5.03116  -3.63816
H  2.95152  4.65379  -6.06161
H  1.05928  3.24787  -6.81567
H  -0.43505  2.20384  -5.18132
H  -1.62757  4.81362  -1.76619
H  -1.32198  6.44085  0.03563
H  0.10208  5.89237  1.98376
H  1.21337  3.67630  2.11089
H  0.89497  2.03956  0.30890
C  -2.75675  2.70353  1.03474
O  -1.91263  1.78071  1.73225
C  -1.87275  0.49854  1.23115
O  -0.98700  0.41872  0.20099
N  -3.16680  -0.06109  0.95464
N  -3.42059  -1.27366  1.66965
H  -2.33070  3.69143  1.19254
H  -3.76976  2.67726  1.44910
H  -2.77796  2.49178  -0.03577
H  -3.89339  0.60232  1.18250
H  -3.25697  -2.03506  1.02159
H  -4.39716  -1.27970  1.94265
S  -1.83194  -4.72924  -8.10085
N  -2.46907  -5.04522  -6.65240
C  -1.94073  -4.17343  -5.80865
C  -2.20381  -4.10461  -4.38489
C  -3.01843  -5.01359  -3.71178
C  -3.15202  -4.88508  -2.34893
C  -2.48164  -3.84991  -1.70068
N  -1.71431  -2.97424  -2.32785
C  -1.57576  -3.09468  -3.65067
C  -0.67204  -2.13601  -4.29238
N  -0.13801  -1.17760  -3.51014
C  0.79373  -0.40463  -4.05127
C  1.21713  -0.49739  -5.37641
C  0.61586  -1.41829  -6.19798
C  -0.34979  -2.25846  -5.64531
C  -1.02662  -3.28372  -6.41764
N  -0.87171  -3.49081  -7.71560
H  -3.51354  -5.79963  -4.26570
H  -3.76356  -5.56757  -1.77669
H  -2.55949  -3.71916  -0.63016
H  1.24066  0.32686  -3.39641
H  1.98869  0.17210  -5.72812
H  0.87946  -1.51988  -7.24201
C  3.86293  2.91222  4.85024
C  2.70052  2.10976  4.34312
C  1.39533  2.50475  4.57771
C  0.29753  1.76226  4.14122
C  -1.05608  2.32322  4.46133
C  0.53197  0.58095  3.43558
Te  -0.95658  -0.81685  2.84681
N  -1.06825  -2.17211  0.18662
C  0.05915  -2.76098  -0.07893
O  0.76198  -2.29840  -1.08703
C  0.61201  -3.87829  0.72793
C  1.89413  -4.35424  0.46798
C  2.42955  -5.36012  1.25681
C  1.68452  -5.89591  2.29975
C  0.40255  -5.42871  2.55647
C  -0.13420  -4.41900  1.77197
C  -2.00765  -1.00880  4.68164
C  -3.27495  -0.49527  4.94488
C  -4.01100  0.46921  4.05936
C  -3.89468  -0.85040  6.14305
C  -3.28811  -1.67489  7.07403
C  -3.97124  -2.02880  8.36253
C  -2.01487  -2.15356  6.79042
C  -1.35835  -1.85000  5.60670
C  0.02017  -2.41581  5.39190
C  1.84841  0.16761  3.15797
C  2.18077  -1.08567  2.39274
C  2.90534  0.93444  3.62889
H  3.56103  3.92594  5.10928
H  4.65617  2.96832  4.10430
H  4.28875  2.45452  5.74510
H  1.21042  3.42394  5.12392
H  -1.11603  2.57550  5.52107
H  -1.86404  1.64257  4.23172
H  -1.22148  3.23676  3.88715
H  2.45490  -3.92697  -0.35338
H  3.42673  -5.72904  1.05680
H  2.10099  -6.68608  2.91081
H  -0.17645  -5.85463  3.36591
H  -1.13007  -4.03816  1.96085
H  -3.43432  0.76347  3.18767
H  -4.23675  1.37713  4.62115
H  -4.96368  0.05008  3.72687
H  -4.88219  -0.45192  6.34973
H  -5.01236  -1.71098  8.35789
H  -3.47692  -1.54880  9.20877
H  -3.94551  -3.10445  8.53926
H  -1.51402  -2.79384  7.50807
H  0.28406  -3.07113  6.22057
H  0.77163  -1.62504  5.33584
H  0.09512  -3.00949  4.47859
H  1.62429  -1.17379  1.45658
H  1.98053  -1.99124  2.97283
H  3.24048  -1.08942  2.13777
H  3.91889  0.60474  3.42981
C  4.17679  2.97447  -0.35544
C  4.20583  1.50788  0.05386
Sb  3.01629  0.21701  -1.19445
C  3.93786  0.80452  -3.05934
C  5.46077  0.81448  -3.05547
C  4.18361  -1.56731  -0.96005
C  3.96787  -2.53115  -2.12125
H  4.82011  3.57791  0.28873
H  3.16921  3.38677  -0.28006
H  4.51451  3.12043  -1.38310
H  3.83622  1.39917  1.07360
H  5.22449  1.11254  0.03864
H  3.53725  1.78685  -3.31675
H  3.56764  0.11678  -3.82376
H  5.86569  1.42303  -2.24544
H  5.85613  1.21809  -3.99055
H  5.86971  -0.19046  -2.94065
H  3.90576  -2.02974  -0.01164
H  5.23140  -1.26867  -0.87903
H  2.91022  -2.77984  -2.24007
H  4.52053  -3.46261  -1.98059
H  4.30907  -2.09606  -3.06264